{"formula": "C24H56AsF6N8O8Y", "method": "the ωB97M-V functional and the def2-TZVPD basis", "homo_energy_ha": -0.5072, "total_energy_ev": -132281.359, "homo_lumo_gap_ev": 9.815, "lumo_ev": -3.986, "total_charge": 2, "largest_force_ev_per_a": 3.1, "elements": ["Y", "As", "F", "F", "F", "F", "F", "F", "C", "O", "N", "C", "C", "H", "H", "H", "H", "H", "H", "H", "C", "O", "N", "C", "C", "H", "H", "H", "H", "H", "H", "H", "C", "O", "N", "C", "C", "H", "H", "H", "H", "H", "H", "H", "C", "O", "N", "C", "C", "H", "H", "H", "H", "H", "H", "H", "C", "O", "N", "C", "C", "H", "H", "H", "H", "H", "H", "H", "C", "O", "N", "C", "C", "H", "H", "H", "H", "H", "H", "H", "C", "O", "N", "C", "C", "H", "H", "H", "H", "H", "H", "H", "C", "O", "N", "C", "C", "H", "H", "H", "H", "H", "H", "H"], "positions_angstrom": [[0.23177, 11.72072, 19.18686], [-1.80945, 8.57941, 17.76967], [-1.66762, 8.02493, 19.40740], [-1.15374, 10.17440, 18.33298], [-1.90902, 9.29969, 16.14017], [-2.32248, 7.05839, 17.12408], [-3.46111, 9.14728, 18.00693], [-0.11916, 8.12823, 17.51492], [-1.46370, 10.69276, 22.10519], [-0.64821, 10.80218, 21.19544], [-1.76769, 9.60057, 22.78866], [-2.92429, 9.49919, 23.63658], [-1.04519, 8.37640, 22.53746], [-2.09088, 11.54815, 22.41395], [-2.77314, 8.95775, 24.57161], [-3.68078, 8.91708, 23.10518], [-3.26804, 10.49299, 23.91978], [-0.54252, 8.06953, 23.45626], [-1.69755, 7.57449, 22.18220], [-0.31380, 8.38204, 21.73006], [2.59574, 11.14617, 16.61012], [1.80009, 11.25989, 17.53449], [2.51957, 10.37726, 15.51081], [3.72444, 10.04557, 14.72747], [1.40589, 9.46529, 15.28471], [3.56814, 11.65830, 16.66713], [4.65256, 10.56092, 14.97268], [3.51480, 10.22087, 13.67363], [3.95607, 8.98696, 14.85193], [1.00428, 9.55966, 14.27194], [1.48529, 8.38275, 15.39103], [0.56600, 9.75826, 15.90699], [1.63902, 14.96041, 18.55546], [1.07155, 13.87152, 18.50484], [1.09827, 16.06199, 19.06245], [1.70339, 17.40638, 19.03959], [-0.20224, 16.07622, 19.73474], [2.59041, 15.19436, 18.05642], [1.25510, 17.98258, 18.22717], [2.77714, 17.56036, 18.95206], [1.38406, 17.92034, 19.94510], [-0.74964, 16.86301, 19.21111], [-0.74392, 15.15262, 19.54231], [-0.16278, 16.28720, 20.80100], [-1.41207, 12.80626, 15.94147], [-0.87969, 12.45693, 16.98782], [-0.71801, 13.30771, 14.90958], [-1.44315, 13.67106, 13.69982], [0.67405, 13.75518, 15.00732], [-2.48404, 12.75924, 15.70216], [-2.06057, 14.57282, 13.72618], [-2.10671, 12.86108, 13.39904], [-0.74876, 13.85940, 12.88193], [1.19892, 13.39555, 15.88603], [1.08922, 13.40388, 14.06350], [0.67291, 14.84678, 15.04766], [2.31325, 8.79882, 19.30708], [1.44097, 9.62639, 19.60920], [3.10914, 8.25360, 20.20779], [4.04570, 7.22342, 19.78415], [3.12157, 8.48800, 21.64958], [2.46285, 8.39388, 18.30356], [5.03192, 7.32006, 20.24456], [4.15197, 7.09194, 18.70607], [3.89254, 6.16793, 20.04458], [2.07803, 8.78798, 21.78968], [3.21300, 7.57335, 22.23168], [3.80541, 9.24344, 22.03041], [0.76740, 13.50131, 22.37014], [0.59390, 13.21682, 21.18693], [1.40994, 12.79634, 23.30441], [1.65573, 13.34220, 24.61725], [2.02501, 11.52600, 22.96390], [0.42076, 14.46292, 22.77404], [2.74987, 13.34884, 24.70481], [1.32426, 12.63943, 25.38115], [1.40170, 14.38967, 24.74805], [1.78518, 10.88592, 23.82230], [1.74705, 11.05008, 22.03141], [3.11163, 11.56306, 23.09970], [3.74800, 12.52742, 20.26530], [2.74964, 11.92305, 19.88553], [5.00022, 12.12942, 20.00146], [5.47314, 10.91408, 19.38735], [6.04622, 13.05904, 20.48603], [3.66042, 13.42646, 20.88985], [4.75275, 10.22812, 18.95075], [6.17233, 10.43136, 20.07017], [6.07014, 11.21624, 18.51925], [5.84211, 13.45194, 21.47874], [7.06026, 12.67644, 20.40468], [6.03249, 13.89509, 19.78155], [-3.07612, 13.34394, 19.52558], [-2.00729, 12.74218, 19.53648], [-4.25965, 12.77128, 19.80568], [-5.48167, 13.55143, 19.84542], [-4.39802, 11.32216, 19.96336], [-3.18124, 14.43094, 19.41958], [-5.94482, 13.50230, 20.83263], [-6.20039, 13.19328, 19.10765], [-5.37229, 14.62264, 19.67555], [-5.18355, 11.08605, 20.67922], [-4.75769, 10.94574, 19.00332], [-3.46852, 10.79569, 20.15647]], "atomic_forces_ev_per_a": [[0.3, 0.5, 0.0], [-0.5, -0.8, -2.0], [-0.3, 0.3, -0.3], [-0.3, 0.0, 0.2], [0.5, -0.3, 1.3], [0.2, 0.7, 0.7], [1.3, -0.3, 0.3], [-0.7, 0.3, 0.1], [-1.4, 0.6, 0.4], [0.7, -0.4, -0.4], [1.3, -0.2, -0.7], [-0.7, 0.0, 0.3], [0.4, -1.3, -0.2], [0.2, 0.0, -0.1], [0.6, 0.0, -0.1], [-0.2, 0.3, 0.0], [-0.2, 0.0, -0.3], [-0.1, -0.1, 0.0], [-0.4, 0.1, 0.4], [0.0, 0.9, 0.1], [1.0, -0.6, -0.4], [-0.8, -0.1, -0.8], [0.5, -0.9, 0.6], [-0.1, -0.1, -0.3], [-1.9, 0.6, -0.5], [-0.1, 0.2, -0.1], [-0.4, 0.5, 0.4], [0.0, 0.0, 0.0], [-0.2, -0.1, 0.0], [0.4, 0.4, -0.2], [1.1, 0.1, 0.5], [0.1, 0.1, 0.2], [-0.5, 1.0, -0.4], [0.2, -0.4, 0.1], [0.5, 0.4, 1.2], [-0.6, 0.6, -0.2], [-0.5, -0.1, -1.3], [0.2, -0.5, 0.1], [0.0, -0.1, -0.1], [0.1, -0.9, 0.0], [0.2, -0.1, 0.1], [-0.3, 0.1, 0.4], [0.3, -0.2, 0.2], [0.3, 0.0, 0.0], [1.0, 0.2, -0.6], [-0.1, 0.0, 0.7], [-0.5, 0.4, 0.4], [-0.3, 0.0, -0.7], [-0.8, 0.0, -0.6], [0.0, -0.4, 0.4], [0.1, 0.1, 0.6], [0.1, -0.1, 0.0], [0.1, -0.3, 0.1], [-0.3, -0.4, 0.0], [0.7, 0.2, 0.2], [0.2, 0.0, -0.2], [-1.4, 0.8, 0.9], [0.1, -0.1, -0.1], [2.3, -1.9, 0.3], [1.2, -1.3, -0.4], [-2.3, 0.3, -0.3], [-0.1, 0.2, -0.2], [0.1, 0.9, -0.3], [0.0, 0.8, -0.1], [-1.3, 0.3, 0.6], [0.2, 0.5, 0.7], [0.4, -0.2, -0.4], [0.2, 0.1, -0.4], [0.1, 0.5, 0.3], [0.0, -0.2, -0.1], [-0.7, 0.2, -1.9], [1.9, -0.6, 0.1], [0.5, -0.7, 2.1], [-0.2, 0.0, -0.1], [0.0, 0.0, 0.3], [-0.5, 0.4, 0.1], [-0.7, -0.2, -0.1], [-0.4, -0.5, -0.4], [-0.2, 0.5, 0.0], [0.1, 0.4, -0.6], [-0.4, -1.3, -0.5], [0.0, 0.0, 0.1], [0.2, 1.0, 1.5], [0.8, 0.2, -1.0], [-0.2, 0.6, -1.2], [0.2, 0.2, -0.1], [-0.5, 0.2, 0.7], [-0.3, -0.3, 0.0], [0.2, 0.0, 0.0], [0.0, -0.3, 0.1], [-0.2, -0.5, 0.3], [0.2, 0.2, 0.2], [-1.3, -0.5, 1.1], [1.0, -0.1, -0.2], [0.9, 0.5, 0.0], [-0.7, 0.2, 0.2], [-0.6, 0.0, -1.0], [0.3, 0.0, -0.3], [0.0, -0.3, 0.0], [0.0, -0.1, 0.0], [0.6, -0.1, -0.2], [0.2, 0.2, 0.3], [0.0, -0.2, 0.0], [0.1, 0.4, 0.2]]}

{"formula": "C24H56ClLi2O12", "method": "the ωB97M-V functional and the def2-TZVPD basis", "homo_energy_ha": -0.3960, "total_energy_ev": -63282.976, "homo_lumo_gap_ev": 6.099, "lumo_ev": -4.676, "total_charge": 1, "largest_force_ev_per_a": 3.2, "elements": ["Li", "Li", "Cl", "O", "O", "O", "O", "C", "C", "C", "O", "C", "H", "H", "H", "H", "H", "H", "H", "H", "C", "C", "C", "O", "C", "H", "H", "H", "H", "H", "H", "H", "H", "C", "C", "C", "O", "C", "H", "H", "H", "H", "H", "H", "H", "H", "C", "C", "C", "O", "C", "H", "H", "H", "H", "H", "H", "H", "H", "C", "C", "O", "H", "H", "H", "H", "H", "H", "C", "C", "O", "H", "H", "H", "H", "H", "H", "C", "C", "O", "H", "H", "H", "H", "H", "H", "C", "C", "O", "H", "H", "H", "H", "H", "H"], "positions_angstrom": [[-1.13694, -4.36805, -1.25015], [1.31019, -0.04223, -3.66676], [0.09999, -1.11177, -0.21739], [0.65983, -0.72760, -1.50087], [-0.02445, -2.55566, -0.13865], [0.91847, -0.71201, 0.91521], [-1.25500, -0.58020, -0.15601], [-4.39721, 2.41771, -0.60911], [-3.25036, 2.78888, 0.32333], [-1.97992, 2.95156, -0.49914], [-2.60180, 3.67185, -1.60662], [-3.88550, 3.14717, -1.82899], [-5.36130, 2.76248, -0.23527], [-4.49915, 1.36562, -0.87521], [-3.11618, 1.97632, 1.03737], [-3.40794, 3.73361, 0.84366], [-1.56783, 2.01371, -0.87160], [-1.18002, 3.51517, -0.01894], [-3.85989, 2.43735, -2.65578], [-4.54441, 3.94407, -2.17381], [1.50556, 2.12630, 2.70621], [2.18832, 2.94208, 3.67249], [2.42945, 2.01441, 4.82041], [1.31206, 1.08369, 4.76417], [0.49366, 1.44359, 3.65342], [2.21914, 1.44067, 2.24924], [1.09440, 2.69376, 1.87133], [1.46503, 3.68759, 4.00288], [3.06948, 3.47448, 3.31443], [2.51460, 2.53141, 5.77620], [3.33282, 1.50937, 4.47843], [-0.26803, 2.11579, 4.04849], [0.08546, 0.55873, 3.16506], [-4.08026, -0.94446, 3.71351], [-3.74972, -1.82590, 2.52323], [-2.69448, -2.76950, 2.99572], [-3.00149, -2.94005, 4.38941], [-3.86891, -1.90990, 4.84133], [-5.12039, -0.65513, 3.56347], [-3.39984, -0.09294, 3.72026], [-3.45200, -1.14255, 1.72793], [-4.63970, -2.30149, 2.11110], [-1.74115, -2.27370, 2.81286], [-2.65578, -3.65947, 2.36758], [-3.51916, -1.39363, 5.73534], [-4.89114, -2.25893, 4.98731], [-2.26351, -1.05875, -5.35265], [-2.62406, 0.15701, -4.54732], [-1.31147, 0.77395, -4.22859], [-0.32144, -0.10036, -4.78764], [-0.90442, -0.77018, -5.90685], [-3.04804, -1.36622, -6.04408], [-2.19933, -1.86782, -4.62507], [-3.16810, -0.22703, -3.68440], [-3.19874, 0.85166, -5.15994], [-1.21155, 0.88376, -3.14874], [-1.20575, 1.71687, -4.76508], [-0.35768, -1.63504, -6.28259], [-0.80823, -0.01173, -6.68377], [1.03911, -2.00804, 4.54731], [1.14196, -3.46398, 4.85906], [2.40166, -3.93292, 4.52623], [0.09169, -1.57729, 4.87130], [1.16172, -2.04420, 3.46484], [1.83407, -1.37245, 4.93740], [0.33571, -4.03636, 4.40030], [0.96815, -3.53281, 5.93291], [2.62276, -4.74049, 4.99587], [0.98886, 3.91302, -2.23610], [1.75712, 2.63100, -2.20772], [1.54673, 1.88373, -3.45088], [1.20947, 4.30414, -1.24289], [-0.07796, 3.88357, -2.45776], [1.42887, 4.57250, -2.98414], [1.47768, 2.12634, -1.28288], [2.83190, 2.71029, -2.04444], [2.14805, 2.28944, -4.07970], [3.11332, -2.51831, -5.70604], [3.06830, -2.38558, -4.25023], [1.78397, -1.88125, -3.91549], [2.85313, -1.61095, -6.25110], [2.46146, -3.26769, -6.15506], [4.10320, -2.89604, -5.96207], [3.87558, -1.76607, -3.85958], [3.35004, -3.35278, -3.83399], [1.15378, -2.60451, -3.87856], [4.58725, -0.58978, 0.19055], [4.81277, -0.90788, 1.61485], [3.62036, -1.19830, 2.39223], [4.01520, 0.33243, 0.08861], [4.22229, -1.42726, -0.40403], [5.61273, -0.40135, -0.12722], [5.22142, -0.00638, 2.07136], [5.53789, -1.71678, 1.70412], [2.77340, -0.83580, 2.12233]], "atomic_forces_ev_per_a": [[0.5, 0.9, 0.8], [-0.5, -0.1, 0.3], [-1.2, 1.2, 1.1], [0.5, -0.1, 0.3], [-0.1, -1.9, -0.9], [-0.8, 0.1, -1.7], [1.1, 0.0, 0.2], [0.6, 0.7, 0.0], [0.8, -1.7, 1.9], [-2.1, 0.2, -1.0], [1.5, 0.4, 0.0], [-0.9, 0.1, -1.6], [0.1, 0.1, -0.1], [0.3, -0.1, 0.6], [0.0, 0.2, 0.5], [-0.3, -0.1, 0.0], [0.0, -0.3, 0.1], [-0.3, 0.3, -0.2], [0.2, -0.1, -0.3], [0.1, 0.3, 0.2], [-1.3, -0.9, -1.5], [0.4, 2.9, 1.3], [0.0, -0.6, -0.9], [0.5, 0.2, 0.5], [1.0, -0.4, -0.7], [-0.2, -0.6, 0.1], [-0.4, 0.1, 0.1], [0.1, 0.5, 0.0], [0.2, -0.1, 0.1], [0.0, -0.4, 0.1], [0.3, -0.6, 1.0], [-0.3, 0.2, -0.6], [-0.2, -0.1, 0.4], [0.3, 0.0, -1.0], [-0.7, 1.1, -1.6], [-0.1, 1.1, -0.1], [0.7, -0.6, -0.3], [-1.0, 0.6, 0.0], [0.1, 0.5, 0.6], [-0.2, 0.1, 0.1], [0.5, -0.3, -0.3], [-0.1, -0.4, 0.4], [0.5, 0.0, 0.6], [-0.3, -0.6, 0.7], [0.3, -0.5, 0.1], [0.2, -0.9, 0.7], [-0.9, -1.0, -0.6], [-1.3, -0.2, -0.5], [0.3, 0.6, -0.1], [1.6, -0.6, 1.2], [0.2, 0.8, -0.2], [0.2, 0.2, -0.3], [0.4, -0.4, -0.2], [-0.2, 0.7, 0.1], [-0.4, -0.1, 0.4], [0.7, 0.1, -0.1], [0.0, 0.3, 0.4], [0.3, 0.0, 0.7], [-0.9, -0.2, -0.6], [0.3, 0.1, -1.2], [-0.9, 0.2, 2.2], [1.2, -0.4, -0.7], [-0.1, -0.1, -0.3], [-0.3, 1.0, -0.3], [0.1, -0.4, 0.2], [-0.1, 0.0, -0.4], [0.0, -0.5, 0.4], [-0.2, 0.0, 0.1], [1.1, 0.7, -0.2], [-0.3, -0.4, 0.1], [0.3, -0.6, 0.9], [-0.5, 0.7, 0.0], [0.0, -0.5, 0.4], [0.0, 0.3, 0.1], [-0.6, -1.1, -0.6], [0.1, 0.7, -0.4], [0.0, 0.1, -0.2], [0.8, -0.5, -2.0], [0.4, -0.6, 0.1], [0.1, 0.1, 1.0], [0.4, 0.2, 0.1], [-0.4, -0.3, 0.5], [0.2, 0.4, -0.4], [-0.4, 0.7, 0.0], [-0.8, -0.2, 0.5], [0.0, 0.1, 0.0], [0.7, 0.1, -0.6], [-1.8, 0.6, 1.5], [1.2, -1.0, 0.3], [-0.2, -0.2, -0.3], [-0.4, 0.1, 0.1], [0.0, 0.3, -0.7], [0.5, 0.0, 0.1], [-0.4, -0.2, 0.4], [0.3, 0.3, -0.7]]}